(1)
{"formula": "C43H85Br3N4O13PS5", "method": "ωB97M-V/def2-TZVPD", "total_charge": 1, "symbols": ["C", "C", "O", "H", "H", "H", "H", "C", "C", "H", "H", "H", "C", "O", "C", "H", "H", "H", "H", "H", "H", "C", "H", "H", "H", "H", "H", "O", "H", "C", "H", "C", "H", "H", "O", "H", "O", "C", "C", "H", "H", "H", "H", "C", "H", "H", "C", "H", "C", "H", "C", "H", "O", "S", "H", "H", "N", "H", "H", "O", "H", "H", "C", "C", "C", "H", "H", "H", "C", "H", "N", "C", "Br", "H", "O", "S", "C", "H", "H", "C", "O", "H", "H", "C", "H", "C", "O", "C", "Br", "H", "C", "C", "H", "H", "H", "H", "C", "C", "H", "H", "H", "H", "C", "H", "S", "H", "H", "S", "H", "H", "H", "C", "C", "H", "H", "H", "O", "H", "C", "Br", "H", "C", "C", "C", "S", "C", "H", "N", "H", "C", "H", "O", "H", "H", "C", "N", "C", "H", "H", "P", "H", "C", "H", "H", "H", "H", "H", "H", "H", "H", "H", "C", "C", "O"], "xyz": [[-5.416207, -8.364563, -6.349754], [-0.828662, -8.694417, 3.567959], [-3.077173, -7.261459, -3.845766], [-1.034937, -8.627963, 2.501094], [-2.005426, -6.932682, 3.983997], [3.865790, 4.310958, -0.403488], [-2.085289, 3.677542, 1.628290], [-3.979681, -8.843760, -6.597645], [-1.291264, -0.448241, -1.590076], [5.478921, 3.817176, -2.979468], [-1.706524, 10.133475, 6.292334], [1.976257, -4.750301, 5.019269], [2.975102, 3.024731, 2.493007], [1.420215, 8.179412, 3.588731], [5.007569, 3.484333, -2.053526], [-6.125272, -6.676210, -5.146378], [1.370347, -8.692180, 3.650826], [-1.064169, -0.150867, 0.485111], [1.990783, -3.542965, 6.297563], [3.962892, 3.475298, 2.541218], [3.378421, -2.918661, -0.448391], [1.800674, 5.382856, -1.467974], [-1.627529, -6.908977, 6.322118], [-0.247942, 1.746640, -1.577221], [-1.623079, -8.685281, 6.438023], [4.215286, 0.712471, -1.735973], [2.815996, -1.418590, 0.257829], [-3.822323, -5.343649, -5.283095], [0.509021, 10.917009, 5.029286], [3.741529, -3.356823, 3.349518], [5.573352, 1.505487, -3.854500], [5.991213, 0.536304, -3.572314], [-5.758896, -7.781898, -7.206881], [-4.336113, -3.580142, -4.069869], [-4.011030, -0.033936, -3.275219], [2.730442, 2.733084, 3.519115], [0.267329, 10.099845, 2.447253], [-1.227393, 8.197985, 3.496387], [0.183095, 4.019692, 0.103913], [6.648276, 0.256627, -4.398486], [1.381572, -1.762207, 4.702124], [-1.819743, 8.541777, 2.649810], [4.471275, -2.634395, 2.992115], [3.966095, -0.244749, -2.204815], [-6.104515, -9.198701, -6.225910], [-0.831921, -9.750043, 3.847098], [-1.436051, 0.446798, -0.342773], [-1.897926, 10.674275, 4.624656], [-1.869731, -7.933445, 4.399558], [-2.338194, 2.165842, -2.465097], [-2.020874, 3.834609, -1.027347], [-1.837619, 2.299551, 6.256818], [-6.511574, 0.111812, -3.505808], [2.114235, -2.878827, 2.758144], [6.536790, 3.654957, -0.566591], [-2.839478, -8.428146, 4.383573], [0.830892, 3.348013, 1.297253], [4.909843, 5.480514, -1.271755], [-3.701869, -9.586135, -5.846634], [2.182076, -1.550434, 2.186413], [-2.046341, -7.835334, -6.297865], [0.401990, 1.443255, -0.007560], [3.070105, 5.073366, -2.283243], [-5.331995, -3.204030, -4.262857], [-1.438082, 9.915156, 5.260357], [5.666370, 2.112204, -0.478150], [2.432045, 4.731891, 1.332111], [2.952596, 2.123275, 1.885741], [-3.593425, 3.874812, -2.943060], [8.124890, 2.156790, -1.403398], [-1.431753, 2.952969, 1.340478], [3.088722, -1.891598, -0.684115], [-1.911791, 0.113171, 3.968974], [-5.542477, -8.059723, -4.188602], [4.228908, -1.257162, -1.244518], [0.321308, 9.110828, 3.489655], [-0.523779, 1.693447, -0.525054], [-0.286160, -0.373511, -2.001383], [1.110436, 5.902022, -2.132201], [3.648092, -3.385624, 4.880439], [0.997770, -6.562397, 6.036411], [0.624060, -7.080266, 3.466520], [-6.099269, -1.553454, -5.480133], [6.089610, 2.853575, -1.161250], [-3.211507, -6.939177, -7.310705], [-1.048088, 3.076785, -0.101075], [1.543041, -3.978324, 2.020986], [7.195227, 2.151765, -1.974968], [-0.274332, 5.820668, 0.825053], [5.255624, -1.492363, -3.398687], [-6.108347, -3.109036, -2.940907], [-5.393697, -7.479251, -5.096977], [0.576294, 9.320886, 5.826256], [7.795717, 0.146755, -2.484317], [4.336884, -4.116576, 5.299543], [0.301705, -3.123675, 4.280339], [4.850764, -0.480882, -3.436455], [-1.327937, -7.831490, 5.831559], [1.556849, 4.579115, 2.892675], [-4.322067, -1.619990, -5.388682], [-2.995136, 8.468893, 4.738345], [2.855100, 4.293541, -3.018577], [1.914273, 4.059050, 2.006774], [7.336833, 2.695227, -2.910916], [-5.305839, -0.668657, -3.440798], [-6.033239, -4.028744, -2.361893], [-6.139723, -1.546085, -1.389835], [0.464009, -7.859785, 5.690757], [-1.538366, -1.471080, -1.304331], [0.648828, 3.664109, -1.964974], [2.248470, -1.957436, -1.381135], [-5.505742, -1.928018, -2.187014], [2.192304, -3.706422, 5.240771], [-2.988584, 3.862742, -0.513663], [-1.612684, 7.787886, 5.585344], [-2.025747, -0.172334, -2.342499], [0.960136, -9.057212, 6.313955], [2.106209, 5.982414, -0.613912], [-3.097481, -7.607300, -6.457452], [-3.341219, 0.780961, -0.066890], [-1.008820, 7.137939, 3.390969], [-2.286853, 3.251260, -2.427988], [1.337349, -2.798256, 4.363925], [-1.911379, 8.519427, 4.831291], [-3.745747, -6.763057, -5.020083], [6.863006, 0.684181, -2.300469], [3.371302, 5.962136, -2.837897], [-4.815395, 3.188661, -2.628090], [-5.807597, -3.881463, -4.963894], [1.167085, 4.035138, -1.080703], [-7.166196, -2.921177, -3.140075], [-1.166987, 2.596404, 5.626494], [-1.478924, 3.567571, -3.091394], [-3.869569, -9.301205, -7.579131], [4.245242, 4.622100, -1.380125], [-0.225848, 2.743481, 3.345200], [-5.247806, -1.784806, -4.842864], [4.247438, -0.423697, -4.346825], [3.921050, -2.408719, 5.286074], [-1.746825, 2.338380, 4.135381], [-4.586138, 2.194923, -2.640700], [0.076517, 9.920192, 5.065752], [3.963293, -4.340629, 2.940724], [6.396384, 0.190109, -1.445754], [-5.016019, 3.369353, -1.645133], [2.910547, -0.219377, -2.491871], [0.674045, 2.763706, 3.809695], [1.956504, 3.313706, -0.861263], [-1.724085, 4.870495, -1.165507], [-4.516225, -2.168724, -1.797521], [4.262825, 2.725093, -2.307654], [-0.259343, 3.023514, 2.048732], [0.518772, -8.069345, 3.914017], [-3.568848, 4.903637, -3.593957]], "forces_ev_per_a": [[0.06, 0.02, -0.04], [-0.05, -0.01, 0.10], [0.01, 0.17, 0.08], [0.01, 0.00, 0.00], [0.02, 0.00, 0.00], [0.18, -0.03, 0.11], [-0.32, -0.36, 0.20], [-0.08, 0.01, 0.10], [-0.67, 0.04, 0.45], [-0.18, 0.17, -0.06], [0.01, 0.01, 0.00], [-0.05, 0.00, 0.07], [-0.75, 0.33, 0.43], [0.02, 0.02, -0.21], [-0.05, -0.45, 0.85], [0.07, 0.07, 0.09], [0.06, 0.03, 0.13], [-0.39, 0.33, 0.43], [-0.03, -0.05, 0.00], [0.06, -0.08, -0.18], [0.01, 0.00, 0.00], [0.60, -0.85, -0.87], [0.11, -0.02, 0.10], [-0.12, 0.09, -0.04], [0.12, -0.02, 0.03], [-0.13, 0.14, -0.11], [-0.26, 0.09, -0.36], [0.27, -0.38, 0.06], [0.09, -0.04, -0.11], [0.29, -0.04, 0.21], [-0.06, 0.01, 0.09], [0.06, -0.10, 0.32], [0.01, 0.01, 0.00], [0.09, -0.03, 0.01], [-0.27, 0.37, -0.09], [0.16, -0.19, -0.02], [0.13, -0.09, -0.11], [-0.38, -0.14, 0.15], [1.75, -1.19, -0.02], [-0.14, -0.04, -0.09], [-0.01, 0.02, -0.08], [0.10, 0.06, -0.04], [-0.06, -0.01, -0.15], [0.46, -0.26, 0.05], [-0.01, 0.01, 0.01], [0.03, 0.00, -0.02], [0.78, -0.21, -0.99], [0.02, 0.02, 0.01], [0.06, 0.01, -0.03], [-0.17, -0.07, 0.22], [-1.22, -1.00, 0.21], [0.13, 0.11, 0.32], [0.09, 0.29, 0.07], [0.20, 0.00, 0.42], [0.02, -0.05, 0.09], [0.00, 0.01, 0.01], [-2.02, 1.34, 0.73], [0.03, -0.06, 0.46], [0.03, 0.00, -0.01], [-0.33, -0.04, 0.20], [0.01, 0.11, 0.10], [-0.02, 0.17, 0.08], [0.08, 0.19, 0.48], [-0.26, 0.45, 0.35], [-0.01, -0.06, -0.10], [-0.13, 0.19, 0.16], [-0.49, 0.20, -0.17], [0.27, 0.05, -0.15], [0.15, 0.89, -1.07], [0.03, 0.21, -0.07], [-0.01, 0.07, -0.21], [0.49, -0.17, 0.23], [0.36, 0.14, 0.02], [0.10, 0.04, 0.05], [-0.37, -0.18, -0.31], [-0.01, -0.03, 0.29], [-0.67, -0.14, -0.56], [0.08, -0.22, 0.09], [-0.14, 0.40, 0.43], [-0.09, 0.09, 0.03], [0.07, -0.09, 0.13], [0.02, 0.01, 0.04], [-0.02, 0.12, 0.07], [0.31, 0.18, -0.57], [0.00, 0.05, 0.04], [1.35, 1.38, 0.59], [-0.08, 0.17, -0.21], [-0.32, -0.55, 0.47], [-0.38, -0.07, -0.54], [-0.07, -0.03, 0.18], [-0.06, 0.05, -0.18], [-0.27, -0.16, -0.15], [0.05, -0.02, -0.04], [0.01, -0.03, 0.11], [0.00, -0.01, -0.01], [0.02, 0.04, -0.13], [0.12, 0.43, -0.38], [-0.34, 0.04, -0.13], [-0.27, 0.46, -0.34], [-0.02, 0.14, 0.02], [0.00, 0.00, -0.01], [-0.07, 0.03, -0.05], [1.69, -1.66, 0.33], [0.32, 0.05, 0.03], [0.13, -0.50, -0.05], [0.01, 0.01, 0.01], [0.04, 0.14, -0.04], [-0.11, 0.01, -0.23], [0.26, -0.10, -0.14], [-0.05, 0.01, 0.01], [-0.01, 0.20, -0.04], [-0.06, -0.28, 0.14], [0.16, -0.03, -0.13], [0.05, 0.06, 0.09], [0.02, 0.01, 0.00], [0.18, 0.15, -0.17], [0.10, 0.09, 0.11], [-0.33, 0.17, 0.04], [0.02, -0.23, -0.20], [0.15, 0.01, 0.36], [0.09, 0.03, -0.08], [0.28, 0.32, -0.27], [-0.10, -0.04, 0.34], [0.05, 0.04, 0.05], [-0.03, -0.09, -0.30], [0.10, 0.17, -0.63], [-0.05, -0.02, -0.08], [0.82, 0.04, 0.19], [0.04, -0.02, -0.06], [-0.19, 0.80, 0.21], [0.00, 0.01, 0.06], [0.05, -0.36, -0.29], [-0.08, -0.04, -0.10], [0.01, 0.00, 0.00], [-0.18, 0.16, -1.17], [-0.31, -0.04, -0.11], [0.02, -0.34, -0.19], [-0.05, -0.07, 0.03], [0.00, 0.01, -0.03], [-0.35, 0.31, -0.16], [-0.21, -0.15, -0.04], [-0.21, 0.11, 0.22], [-0.10, 0.01, -0.08], [-0.03, 0.09, 0.06], [-0.38, 0.19, -0.11], [-0.06, -0.14, 0.11], [-0.06, -0.05, 0.17], [-0.05, -0.06, 0.10], [0.13, -0.01, 0.13], [0.02, 0.05, -0.02], [0.10, -0.04, -0.26], [0.63, -0.26, -0.36], [-0.11, -0.06, -0.26], [-0.10, -1.18, 1.10]], "mulliken_charge": [-0.670, -0.639, -0.682, 0.349, 0.282, -0.215, 0.604, -0.600, -0.988, 0.451, 0.367, 0.080, -1.476, -0.639, -0.569, 0.260, 0.435, 0.619, 0.417, 0.422, 0.269, -0.987, 0.345, 0.444, 0.357, -0.600, 0.147, -0.639, 0.401, -0.785, 0.284, -0.620, 0.311, 0.246, -0.608, 0.505, -0.644, -0.026, -0.633, 0.455, 0.269, 0.403, 0.416, 0.927, 0.332, 0.311, 0.107, 0.302, -0.607, -0.075, -0.750, 0.365, -0.763, 1.083, 0.640, 0.324, 1.062, 0.562, 0.297, -0.580, 0.392, 0.890, -1.320, -0.232, -0.636, 0.168, 0.428, 0.286, -0.066, 0.382, -0.157, -0.455, -0.149, 0.402, -0.413, 1.139, -2.449, 0.137, 0.430, -0.795, -0.616, 0.194, 0.407, -0.425, 0.360, 1.107, -0.724, -1.172, 0.104, 0.331, -0.878, -0.546, 0.326, 0.463, 0.369, 0.438, -1.214, -0.647, 0.628, 0.388, 0.351, 0.478, -0.858, 0.431, 1.225, 0.377, 0.489, 1.090, 0.446, 0.432, 0.320, -0.616, -0.309, 0.506, 0.307, 0.132, -0.671, 0.453, -0.712, -0.100, -0.177, 0.638, -0.706, -0.797, 1.112, -0.543, 0.566, -0.493, 0.214, -0.412, 0.342, -0.463, 0.358, 0.350, -0.091, 0.269, -0.924, 0.347, 0.319, 0.150, 0.082, -0.691, 0.420, 0.221, 0.342, 0.166, 0.237, 0.239, 0.196, 0.310, 0.077, -0.913, -0.526, -0.516]}

(2)
{"formula": "C4H8NS", "method": "ωB97M-V/def2-TZVPD", "total_charge": 1, "symbols": ["C", "H", "C", "H", "C", "H", "C", "H", "H", "N", "H", "H", "H", "S"], "xyz": [[-1.531504, 0.166093, -0.415241], [-0.749706, -2.264702, -0.420769], [1.257290, 1.766320, 0.144434], [1.025967, -2.248578, -0.824390], [0.240757, -0.672994, 0.259275], [2.219540, 2.290891, 0.205663], [-2.504132, 0.865560, -0.443482], [0.469253, -2.600548, 0.710252], [0.721717, 1.503096, 1.023408], [0.158023, -2.090779, -0.104465], [0.483125, 2.324817, -0.438132], [-3.442579, 1.304117, -0.455083], [0.118447, -0.467147, 1.372982], [1.533806, 0.123858, -0.614456]], "forces_ev_per_a": [[3.92, -2.17, 1.76], [-1.80, -1.05, -0.94], [-0.57, 0.15, -1.62], [-3.01, 0.03, 1.35], [-3.40, 3.40, -0.55], [-0.55, -0.19, 0.36], [0.50, -0.64, 0.09], [-0.53, -0.83, 0.39], [0.31, 0.39, 1.35], [5.20, 0.74, -0.90], [0.93, -0.41, 0.03], [-1.09, 0.81, -0.19], [0.15, -0.41, -1.63], [-0.07, 0.17, 0.49]], "nbo_charge": [-0.163, 0.476, -0.703, 0.475, -0.170, 0.268, -0.239, 0.454, 0.227, -0.720, 0.260, 0.250, 0.269, 0.317]}

Record-wise relative energy (zero: lowest compared OMol25 entry of this formula, charge and spin) values, in eV: 0.567 4.596
Record-wise molar mass values, in u: 1297.19 102.18
Record-wise LUMO energy values, in eV: -2.95 -4.46